# C10H11ISi

2 unconnected molecules or ions with the total composition C10H11ISi in a non-equilibrium geometry (the ωB97M-V functional and the def2-TZVPD basis, the Open Molecules 2025 dataset).

Values from the calculation:
LUMO level (alpha / beta) = -0.052 / -0.022 hartree
ΔE to the lowest compared entry with this formula, charge and spin = 341.4 kJ/mol
F_max = 3.36 eV/Å
Electronic energy = -974.62992 Eh

Last column: Mulliken charge in e.
Atoms and positions in Å:
C: 0.0210 -0.7241 1.4022  -0.17
C: 0.7224 0.1996 0.6771  -0.33
C: 0.4897 -2.0335 1.6239  -0.54
C: 2.0481 -0.1988 0.2026  -0.50
C: 1.7240 -2.4065 1.0619  -0.17
C: 2.4255 -1.4803 0.2884  -0.25
C: -1.7807 3.1533 -0.1009  -0.44
C: -0.7493 -2.0021 -1.5881  -0.78
C: -1.2801 2.2001 -0.8969  -0.29
C: -0.8169 -0.6777 -1.8930  0.06
Si: -2.1965 0.5186 -1.3423  0.08
I: -3.6248 -0.3211 0.5260  -0.12
H: -1.0527 -0.5247 1.7495  0.23
H: 0.1526 1.1430 0.5028  0.66
H: -0.2362 -2.5389 2.1698  0.43
H: 2.6249 0.5157 -0.4141  0.36
H: 1.9681 -3.5700 1.0526  0.26
H: -1.3945 4.2110 0.0740  0.23
H: -2.7488 3.0120 0.3300  0.17
H: 0.0315 -2.4974 -2.1772  0.25
H: -1.4959 -2.6548 -1.1165  0.25
H: -0.3773 2.1081 -1.5613  0.32
H: 0.0568 -0.1036 -2.4158  0.27